(1)
The following is a DFT calculation (ωB97M-V with the def2-TZVPD basis set) of a cluster of 20 separate species, C52H150N6O34 in total in a non-equilibrium geometry.

Last column: Mulliken charge in e.
Atoms and positions in Å:
1 O 15.04 13.84 16.82  2.080
2 O 18.88 12.72 14.89  -0.614
3 O 8.27 13.16 22.60  -0.559
4 O 18.06 12.10 20.25  -0.646
5 O 17.94 15.91 19.60  0.061
6 O 14.12 11.94 14.89  -0.213
7 O 10.88 16.20 13.35  -0.458
8 O 8.88 14.44 17.01  -0.360
9 O 8.50 13.42 19.69  -0.031
10 O 15.85 17.26 10.52  -0.461
11 O 16.79 9.31 15.86  -0.499
12 O 14.89 19.98 11.33  -0.542
13 O 11.54 12.43 13.40  0.446
14 O 12.63 19.29 17.93  -0.161
15 O 8.99 9.04 11.58  -0.345
16 O 17.73 14.52 17.12  0.257
17 O 15.20 19.45 21.54  -0.057
18 O 10.09 18.56 19.02  -0.607
19 O 10.06 9.64 17.61  -0.286
20 O 11.35 18.03 26.35  -0.293
21 O 8.38 15.45 14.35  -0.571
22 O 16.43 13.04 9.74  -0.633
23 O 15.89 17.60 15.44  0.790
24 O 16.28 20.46 17.59  -0.535
25 O 20.23 17.92 19.50  -0.571
26 O 15.58 10.98 20.91  -0.639
27 O 13.36 14.70 19.16  1.064
28 O 20.13 16.06 12.05  -0.471
29 O 18.19 18.23 14.06  -0.660
30 O 17.60 12.21 12.26  -0.451
31 O 10.10 11.16 22.03  -0.671
32 O 12.86 10.78 21.70  -0.537
33 O 10.38 16.98 21.42  -0.747
34 O 11.20 21.51 19.44  -0.620
35 N 18.98 11.73 17.43  -0.459
36 N 15.00 16.87 20.22  1.353
37 N 11.07 9.78 14.44  -0.337
38 N 12.02 17.25 23.80  -0.499
39 N 11.76 12.17 19.47  1.440
40 N 13.03 18.54 15.13  0.517
41 C 15.62 18.24 22.18  -0.776
42 C 11.61 11.21 18.39  2.414
43 C 16.12 20.53 21.65  -0.865
44 C 9.90 9.39 13.70  0.240
45 C 11.00 16.49 24.52  0.211
46 C 8.85 8.91 17.95  -0.959
47 C 10.19 9.40 12.22  -0.409
48 C 18.16 13.21 11.43  0.357
49 C 12.36 11.09 23.00  -0.088
50 C 14.76 17.16 21.64  1.678
51 C 12.84 12.24 12.79  -1.251
52 C 19.86 17.07 20.56  -0.543
53 C 17.05 13.93 10.66  -0.201
54 C 10.30 10.57 18.64  -1.543
55 C 11.80 17.77 14.91  1.128
56 C 11.98 17.02 13.64  -0.135
57 C 17.93 14.85 15.71  0.735
58 C 19.89 17.11 12.92  -0.946
59 C 12.99 19.94 19.12  0.913
60 C 13.98 12.72 13.71  1.258
61 C 17.13 10.37 16.69  0.553
62 C 16.95 12.94 20.58  0.404
63 C 10.94 16.63 20.15  2.080
64 C 10.95 10.53 23.00  -0.690
65 C 14.50 15.13 17.04  0.522
66 C 8.74 10.34 14.01  -0.962
67 C 8.22 14.04 14.70  -0.681
68 C 18.40 17.24 13.11  1.030
69 C 16.03 19.78 16.42  -0.873
70 C 14.03 18.90 10.79  -0.592
71 C 12.60 21.40 19.15  -0.832
72 C 19.09 14.10 15.12  -0.753
73 C 7.45 14.01 20.43  -0.584
74 C 10.99 15.03 23.99  -0.973
75 C 15.93 18.28 16.68  0.124
76 C 10.06 17.15 18.99  0.193
77 C 9.16 13.64 15.87  0.676
78 C 7.92 14.34 21.84  0.214
79 C 11.19 18.38 27.71  -0.752
80 C 15.67 12.22 20.20  1.248
81 C 16.61 9.68 14.48  -0.272
82 C 10.89 15.59 12.07  -0.377
83 C 19.29 15.78 20.00  -0.261
84 C 11.22 16.61 26.04  -1.169
85 C 13.15 15.06 17.76  1.137
86 C 8.99 9.21 10.16  -0.758
87 C 15.00 15.83 22.43  -2.093
88 C 14.65 17.55 11.18  0.396
89 C 18.61 10.38 17.01  0.333
90 C 18.99 9.31 18.01  -1.627
91 C 12.77 10.20 18.32  -1.705
92 C 10.53 18.66 14.94  -1.455
93 H 10.35 16.31 26.60  0.592
94 H 12.26 12.15 23.18  -0.153
95 H 13.94 16.73 10.99  0.346
96 H 17.96 16.27 13.37  -0.411
97 H 10.48 10.41 11.89  0.066
98 H 12.94 10.65 23.79  0.484
99 H 16.55 10.23 17.63  -0.015
100 H 16.93 14.79 15.28  -0.284
101 H 12.39 14.33 17.36  -0.099
102 H 18.06 17.58 12.12  0.155
103 H 17.36 14.79 10.08  0.382
104 H 13.79 18.99 9.71  0.385
105 H 11.37 11.66 14.02  -0.396
106 H 16.80 11.31 16.23  -0.058
107 H 11.56 19.41 27.86  0.243
108 H 9.32 15.60 14.15  0.452
109 H 19.94 11.68 17.79  0.224
110 H 11.81 14.96 12.03  -0.186
111 H 19.41 18.25 19.11  0.311
112 H 18.21 15.89 15.76  -0.067
113 H 15.52 18.35 23.27  0.494
114 H 8.03 9.55 18.34  0.379
115 H 16.32 20.82 22.67  0.345
116 H 12.09 16.11 26.48  0.399
117 H 13.74 10.69 18.42  -0.033
118 H 19.91 15.39 19.17  0.109
119 H 12.00 18.24 24.05  0.232
120 H 7.08 14.81 22.35  0.417
121 H 14.45 12.50 15.63  -0.068
122 H 17.08 13.89 20.09  -0.717
123 H 6.59 13.36 20.53  0.217
124 H 18.59 13.99 12.09  -0.291
125 H 10.56 19.22 15.88  0.275
126 H 12.49 12.76 19.09  -1.133
127 H 11.64 11.73 17.44  0.042
128 H 15.98 13.78 17.07  -1.270
129 H 18.95 12.80 10.80  0.280
130 H 10.53 19.43 14.14  0.378
131 H 14.51 15.61 16.09  0.267
132 H 12.70 9.59 17.42  0.319
133 H 18.81 8.30 17.65  0.382
134 H 11.06 8.68 12.09  0.368
135 H 7.79 10.10 13.54  0.463
136 H 14.09 19.91 19.08  -0.191
137 H 10.97 15.51 20.18  -0.376
138 H 13.15 19.31 14.47  0.259
139 H 16.14 8.84 13.97  0.381
140 H 9.61 18.10 14.89  0.278
141 H 10.74 21.17 18.65  0.356
142 H 12.53 11.38 21.00  0.162
143 H 7.16 14.90 19.88  0.491
144 H 8.51 13.87 18.82  -0.012
145 H 18.12 13.66 17.28  -0.102
146 H 8.05 8.81 9.75  0.260
147 H 14.20 15.17 22.14  0.208
148 H 17.80 11.21 20.50  0.369
149 H 11.79 17.74 28.37  0.303
150 H 12.09 17.79 12.83  -0.087
151 H 11.87 9.16 14.23  0.320
152 H 10.29 14.48 24.64  0.459
153 H 19.14 17.49 21.28  0.089
154 H 9.49 11.29 18.69  0.269
155 H 20.04 9.47 18.28  0.443
156 H 12.91 16.43 13.70  0.022
157 H 20.44 17.00 13.87  0.275
158 H 10.88 9.45 22.83  0.271
159 H 15.70 17.21 9.57  0.307
160 H 10.38 16.82 18.02  -0.409
161 H 12.03 14.68 24.12  0.337
162 H 18.85 12.32 15.78  0.407
163 H 12.71 16.05 17.72  -1.183
164 H 18.11 12.23 13.07  0.301
165 H 16.89 13.11 21.65  0.344
166 H 13.83 13.76 13.98  -0.550
167 H 15.17 15.78 17.67  -1.009
168 H 11.84 17.00 15.68  -0.767
169 H 14.97 17.72 19.68  -0.733
170 H 21.01 16.00 11.72  0.278
171 H 10.05 17.02 24.34  0.302
172 H 17.33 18.06 14.51  0.150
173 H 11.00 12.82 19.62  -0.542
174 H 13.10 19.05 11.32  0.226
175 H 10.83 9.60 15.43  -0.034
176 H 9.82 8.74 9.63  0.302
177 H 14.89 17.60 12.24  -0.304
178 H 12.63 19.37 19.98  -0.172
179 H 15.90 16.40 20.12  -0.463
180 H 12.84 21.87 18.20  0.321
181 H 8.74 15.08 21.86  -0.239
182 H 10.94 16.93 22.22  0.410
183 H 9.02 8.12 18.71  0.307
184 H 17.11 20.27 21.21  0.267
185 H 16.96 19.99 18.05  0.298
186 H 12.92 16.82 24.02  0.025
187 H 19.92 14.22 15.83  0.238
188 H 19.22 10.22 16.11  0.260
189 H 16.28 14.30 11.34  -0.048
190 H 10.94 16.25 11.22  0.351
191 H 10.02 18.76 19.94  0.349
192 H 8.57 15.31 16.71  0.323
193 H 17.81 15.54 18.72  -0.149
194 H 8.53 13.42 13.85  0.223
195 H 16.07 12.28 10.20  0.346
196 H 10.47 10.77 23.96  0.426
197 H 10.36 10.07 19.64  0.627
198 H 9.02 11.37 13.75  -0.112
199 H 9.00 10.28 9.93  0.301
200 H 14.82 12.85 20.46  -0.247
201 H 9.01 16.89 19.06  0.227
202 H 19.20 15.00 20.74  0.313
203 H 8.44 8.38 17.08  0.315
204 H 19.39 14.58 14.16  0.069
205 H 15.17 20.17 15.89  0.346
206 H 15.02 18.17 17.28  -0.652
207 H 17.58 9.93 14.03  0.161
208 H 15.70 19.96 10.79  0.315
209 H 18.39 9.43 18.90  0.252
210 H 13.91 15.38 19.54  -1.120
211 H 14.65 10.79 21.16  0.464
212 H 13.05 18.90 16.06  -0.082
213 H 13.10 21.99 19.93  0.338
214 H 13.70 17.51 21.79  -0.326
215 H 11.99 17.00 20.07  -0.879
216 H 7.14 13.87 14.85  0.398
217 H 10.65 14.87 22.99  0.023
218 H 10.47 11.07 21.16  0.173
219 H 9.60 8.35 13.86  0.508
220 H 13.05 11.13 12.64  0.272
221 H 15.64 12.09 19.09  -0.481
222 H 16.69 18.02 21.96  -0.155
223 H 14.91 12.63 13.07  -0.094
224 H 14.98 16.03 23.49  0.599
225 H 8.86 12.63 16.16  -0.185
226 H 18.62 12.00 18.31  -0.097
227 H 20.22 18.06 12.51  0.454
228 H 15.95 10.56 14.44  -0.017
229 H 20.76 16.83 21.16  0.431
230 H 16.79 17.95 17.23  0.883
231 H 15.70 21.34 21.09  0.187
232 H 16.85 20.01 15.70  0.307
233 H 15.99 15.50 22.15  0.461
234 H 12.85 12.85 11.89  0.408
235 H 8.93 12.59 22.15  0.418
236 H 14.99 17.74 15.17  -0.456
237 H 10.06 14.91 11.99  0.240
238 H 11.70 19.01 17.97  -0.320
239 H 10.18 13.65 15.43  -0.176
240 H 12.59 9.56 19.19  0.496
241 H 10.14 18.24 28.10  0.273
242 H 8.54 10.28 15.08  0.170

Summary:
gap between HOMO and LUMO: 9.636 eV

(2)
The following is a DFT calculation (ωB97M-V with the def2-TZVPD basis set) of a cluster of 22 separate species, C28H100O22 in total in a non-equilibrium geometry.

Last column: Mulliken charge in e.
Atoms and positions in Å:
1 O 4.23 0.38 -0.89  0.002
2 O -0.48 -0.50 1.65  0.685
3 O 5.48 0.58 -5.99  -0.591
4 O 3.15 -3.55 -6.21  -0.528
5 O 1.67 1.02 2.77  -0.096
6 O 1.60 -2.46 6.61  -0.591
7 O -5.29 0.82 0.64  -0.454
8 O 2.31 -1.86 3.14  -0.624
9 O 0.32 -6.05 1.75  -0.570
10 O -1.63 4.70 3.30  -0.531
11 O 2.05 2.25 5.78  -0.625
12 O -2.89 -5.36 3.48  -0.378
13 O -2.53 0.98 -7.82  -0.559
14 O -1.59 1.88 4.00  -0.404
15 O -2.22 5.29 -4.01  -0.586
16 O 3.55 2.90 -2.54  -0.308
17 O -3.26 1.02 -1.41  -0.332
18 O -1.50 -3.14 2.66  -0.079
19 O -2.17 -3.48 -3.07  -0.394
20 O 0.95 -4.05 3.82  -0.514
21 O 3.26 -1.91 0.59  -0.269
22 O -4.28 -1.49 2.16  -0.572
23 C 4.61 0.46 -4.87  0.253
24 C -0.60 3.45 -3.89  -0.314
25 C -3.27 -5.76 4.85  -0.729
26 C -2.16 4.81 1.98  0.564
27 C 2.21 2.26 2.21  -0.582
28 C 2.25 -4.18 -5.34  -0.499
29 C 4.82 -3.67 0.44  -1.217
30 C -1.75 1.28 -6.56  0.115
31 C -2.29 -4.89 -1.01  -0.760
32 C -1.98 3.94 -4.33  -0.385
33 C 3.34 -3.26 0.29  0.080
34 C -6.25 1.42 1.44  -0.226
35 C 0.04 0.02 -0.69  -1.117
36 C -3.25 -0.28 -1.77  -0.752
37 C -2.54 -4.72 -2.50  -0.428
38 C -0.22 -1.11 0.39  0.509
39 C -0.61 0.33 -6.48  -0.916
40 C -2.35 1.02 4.84  -0.560
41 C 2.47 -3.35 -4.09  -0.689
42 C -1.31 -0.05 5.30  -0.684
43 C 5.51 0.63 -0.36  -0.815
44 C -2.11 6.25 1.55  -1.324
45 C 1.01 3.27 5.57  0.716
46 C 3.04 4.03 -1.88  -0.040
47 C 4.24 4.85 -1.42  -1.306
48 C -6.37 2.83 0.96  -0.701
49 C 3.22 0.85 -5.25  -1.012
50 C 0.53 3.69 6.94  -1.386
51 H -5.44 3.28 1.29  -0.150
52 H -2.92 6.69 2.13  0.326
53 H 1.19 -4.11 -5.58  0.329
54 H 2.75 -3.90 0.94  0.278
55 H -2.63 -6.49 5.33  0.297
56 H -3.54 -1.97 2.53  0.222
57 H 0.30 2.75 4.93  -0.298
58 H 6.21 0.08 -0.99  0.288
59 H 3.49 -3.49 -3.74  0.402
60 H -0.49 -1.25 2.25  -0.688
61 H 4.03 -3.80 -5.92  0.298
62 H 2.19 3.06 2.95  0.275
63 H -2.37 6.23 0.49  0.341
64 H 5.63 0.16 0.62  0.240
65 H -5.94 1.28 2.48  0.290
66 H -2.86 5.37 -3.30  0.325
67 H -2.76 -4.14 -0.37  0.152
68 H 1.42 4.10 5.01  0.343
69 H -3.22 -0.95 -0.92  0.196
70 H 2.91 -3.47 -0.70  0.175
71 H -2.80 1.53 5.69  0.395
72 H 5.78 1.69 -0.27  0.267
73 H 5.52 -2.90 0.12  0.247
74 H -1.24 -4.82 -0.73  0.263
75 H -3.33 1.45 -7.56  0.319
76 H -1.71 -0.72 6.07  0.529
77 H -2.92 -2.90 -3.23  0.214
78 H -0.60 -3.38 2.86  0.048
79 H -0.59 3.34 -2.80  0.207
80 H -2.02 -5.57 -2.94  0.259
81 H -2.25 3.81 -5.38  0.179
82 H 2.46 4.62 -2.59  0.194
83 H -2.56 -5.88 -0.63  0.364
84 H 5.03 0.36 -6.81  0.316
85 H 1.44 -3.27 3.59  0.419
86 H 0.68 -1.72 0.41  -0.263
87 H -1.03 -1.81 0.17  0.163
88 H 3.19 2.04 1.80  0.145
89 H 0.69 -5.79 2.60  0.301
90 H -0.92 -0.70 4.52  0.008
91 H 5.07 -3.93 1.47  0.281
92 H 1.39 -2.85 7.46  0.275
93 H 4.87 1.14 -4.05  -0.124
94 H 2.75 0.44 -6.14  0.493
95 H 0.15 0.51 -5.72  0.035
96 H -4.14 -0.56 -2.34  0.564
97 H 3.20 1.91 -5.52  0.412
98 H 3.87 5.77 -0.96  0.379
99 H 0.34 2.73 7.42  0.319
100 H 1.21 4.34 7.49  0.331
101 H -0.33 2.48 -4.32  -0.040
102 H -7.21 3.39 1.38  0.367
103 H -1.19 6.77 1.80  0.321
104 H -3.60 -4.89 -2.65  0.305
105 H 2.21 -2.33 -4.34  0.087
106 H -0.05 0.39 -7.42  0.367
107 H -2.42 1.23 -5.70  0.204
108 H -4.96 -2.15 2.04  0.220
109 H 2.83 -1.82 2.33  0.355
110 H 4.72 -0.58 -4.56  0.191
111 H 4.78 4.24 -0.70  0.264
112 H -3.20 0.51 4.38  0.238
113 H 1.74 -3.64 -3.33  0.293
114 H -0.47 0.42 5.82  0.229
115 H 1.00 0.66 2.19  0.001
116 H -6.29 2.88 -0.13  0.282
117 H -0.97 -0.68 -6.29  0.303
118 H 2.67 0.67 -4.32  0.070
119 H 1.89 -1.00 3.19  0.135
120 H -3.21 -6.00 2.84  0.236
121 H 3.96 1.23 -1.24  -0.035
122 H 0.09 -0.49 -1.65  0.413
123 H 2.10 1.85 4.91  0.281
124 H -1.60 3.78 3.57  0.397
125 H -2.82 3.39 -3.91  0.303
126 H -7.20 0.91 1.30  0.303
127 H -0.61 -6.19 1.92  0.255
128 H 2.64 -5.19 -5.23  0.306
129 H 1.60 2.54 1.35  0.188
130 H -1.29 2.27 -6.63  0.136
131 H 0.81 -1.97 6.38  0.308
132 H 4.27 3.23 -3.08  0.217
133 H 2.38 3.79 -1.04  0.167
134 H 1.06 -4.14 4.77  0.269
135 H -0.84 0.66 -0.61  0.170
136 H 1.00 0.49 -0.45  0.217
137 H -3.09 4.26 1.87  -0.079
138 H 4.99 5.12 -2.16  0.435
139 H 0.03 4.22 -4.33  0.315
140 H 4.84 -4.59 -0.15  0.415
141 H -3.89 1.02 -0.68  0.374
142 H -4.98 0.00 1.05  0.204
143 H -1.98 -3.97 2.70  0.145
144 H -0.47 4.13 6.88  0.348
145 H -4.26 -6.20 4.73  0.301
146 H -2.43 -0.48 -2.46  0.148
147 H -3.44 -4.95 5.56  0.266
148 H 3.74 -1.48 -0.12  -0.001
149 H -1.51 4.37 1.22  0.063
150 H -1.50 1.42 3.16  0.085

Summary:
gap between HOMO and LUMO: 9.403 eV
energy relative to the best compared isomer or geometry (same formula, charge and spin): 0.0000 eV

(3)
The following is a DFT calculation (ωB97M-V with the def2-TZVPD basis set) of a structure of composition C25H39Cl6NO15Zr in a non-equilibrium geometry.

Last column: Mulliken charge in e.
Atoms and positions in Å:
1 Zr -0.75 -1.86 3.75  1.830
2 Cl -1.55 5.38 -2.56  -0.091
3 Cl -0.11 6.91 -0.62  -0.111
4 Cl 1.32 4.93 -2.26  -0.071
5 Cl 4.50 -0.71 -4.43  -0.109
6 Cl 4.01 1.37 -2.51  -0.045
7 Cl 4.91 -1.20 -1.58  -0.065
8 O -3.82 0.03 -1.80  -0.159
9 O -3.23 -3.55 0.49  -0.340
10 O -1.13 -3.87 -0.04  -0.219
11 O 0.14 -0.70 2.24  0.383
12 O 0.99 -1.91 5.17  -0.632
13 O -3.96 3.22 -4.76  -0.529
14 O -2.06 3.03 -5.95  -0.348
15 O 1.83 -4.53 1.39  -0.311
16 O -1.66 -2.89 1.90  -0.544
17 O -4.25 -1.90 -2.87  -0.647
18 O -5.90 -0.61 -2.08  -0.347
19 O -2.07 2.55 -3.79  -0.119
20 O 0.78 -3.41 3.01  -0.565
21 O 2.94 -3.05 2.59  -0.278
22 O -0.53 -0.51 5.46  -0.759
23 N 0.98 -0.01 1.50  0.647
24 C -4.53 1.19 -1.44  -0.109
25 C -5.98 0.66 -1.42  -0.436
26 C -2.82 2.90 -4.84  0.552
27 C 0.03 6.14 -2.20  -0.175
28 C -3.28 -4.09 -0.86  -0.016
29 C 2.51 0.83 3.23  -1.372
30 C -0.70 2.86 -5.62  -0.334
31 C 1.46 1.21 2.16  1.041
32 C 3.13 -4.59 0.81  -0.298
33 C 3.89 -3.55 1.64  -0.224
34 C 0.60 -1.32 -0.65  -1.419
35 C -1.98 -3.32 0.80  0.618
36 C 0.60 -0.97 5.92  1.261
37 C 1.38 2.43 -0.05  0.291
38 C 0.47 0.00 0.12  2.206
39 C -0.73 2.29 -4.20  0.208
40 C 0.37 1.98 2.92  -1.630
41 C 5.04 -0.04 -2.89  -0.189
42 C 1.79 -3.67 2.39  0.725
43 C 1.27 1.04 -0.68  -1.915
44 C -4.62 -0.89 -2.37  0.618
45 C 1.17 -0.49 7.19  -1.140
46 C 2.15 2.25 1.24  -1.587
47 C -0.98 0.47 0.00  -2.236
48 C -1.88 -4.69 -0.97  -0.416
49 H -1.18 0.59 -1.07  0.690
50 H 1.39 -1.31 7.88  0.369
51 H 0.04 2.74 -3.56  -0.120
52 H -0.07 3.74 -5.70  0.227
53 H -1.19 1.48 0.37  0.393
54 H -0.22 2.13 -6.28  0.322
55 H -0.35 -1.72 -0.99  0.124
56 H 0.50 0.24 7.64  0.352
57 H 0.85 1.19 -1.68  0.291
58 H 3.24 -4.25 -0.22  0.249
59 H -4.54 2.02 -2.15  0.114
60 H 6.05 0.26 -3.13  0.418
61 H -3.54 -3.35 -1.61  0.021
62 H 1.29 -1.19 -1.49  0.493
63 H -1.93 -5.75 -0.72  0.307
64 H 3.53 -5.59 0.95  0.407
65 H -6.31 0.48 -0.39  0.252
66 H -3.98 -4.91 -0.77  0.358
67 H 2.27 3.17 1.82  0.546
68 H 0.83 2.79 3.49  0.514
69 H -4.17 1.60 -0.50  0.322
70 H -0.26 2.58 2.25  0.339
71 H -0.21 1.35 3.59  0.202
72 H 1.94 2.94 -0.84  -0.223
73 H -0.52 1.23 -4.02  0.196
74 H 0.26 6.86 -2.97  0.448
75 H 3.12 1.89 0.89  0.390
76 H 4.71 -4.05 2.16  0.313
77 H 4.37 -2.72 1.12  0.133
78 H -1.40 -4.65 -1.94  0.358
79 H 3.17 0.07 2.79  0.354
80 H 1.12 -2.10 -0.08  -0.023
81 H 2.12 0.03 7.03  0.315
82 H 2.08 0.39 4.13  -0.067
83 H 0.48 3.02 0.08  0.477
84 H -6.72 1.33 -1.86  0.340
85 H 3.01 1.70 3.64  0.460
86 H -1.78 -0.16 0.40  0.280
87 H 2.26 0.60 -0.72  0.460

Summary:
gap between HOMO and LUMO: 6.309 eV
energy relative to the best compared isomer or geometry (same formula, charge and spin): 0.0000 eV
total charge: +2